Molecular formula: CH3ClN2O2
Method: DFT, wB97M-V/def2-TZVPD

Structure (ORCA input):
```
! wB97M-V def2-TZVPD RIJCOSX def2/J DEFGRID3
* xyz 0 1
O -1.731 0.966 -0.378
N -0.653 0.251 -0.270
C -0.685 -0.683 0.791
Cl -1.039 -2.290 0.193
N 0.336 0.262 -1.040
O 0.259 1.127 -2.061
H 0.408 -0.658 1.246
H -1.411 -0.197 1.499
H 1.020 1.456 -2.484
*
```

For the gap between HOMO and LUMO (spin up / spin down), the calculation gives 9.92 / 9.92 eV. For the largest force on an atom, the calculation gives 5.30 eV Å⁻¹. Its LUMO energy (spin up / spin down) is 0.31 / 0.31 eV. Its energy is -759.91964 Eh. As for the SMILES: [O-]/[N+](CCl)=N\O.

These are the Löwdin partial charges, in e, on atoms 1 to 4:
1 O -0.053
2 N -0.405
3 C -0.574
4 Cl 0.621

Molecular formula: C10H40F2NO14S2
Method: DFT, wB97M-V/def2-TZVPD

Structure (ORCA input):
```
! wB97M-V def2-TZVPD RIJCOSX def2/J DEFGRID3
* xyz -2 2
N 0.435 1.185 -1.292
S -0.215 1.299 0.067
O 0.363 0.443 1.152
O -1.624 1.606 0.205
F 0.357 2.773 0.319
S -0.412 -0.350 -1.543
O -1.881 -0.323 -1.705
O 0.141 -1.485 -0.855
F 0.076 -0.509 -3.062
C -1.728 3.406 -2.716
O -0.883 2.401 -3.242
H -2.483 3.648 -3.464
H -2.299 3.014 -1.874
H -1.168 4.297 -2.433
H -0.346 2.076 -2.515
C -1.990 1.561 3.724
O -3.075 1.147 2.951
H -2.099 0.994 4.649
H -1.063 1.543 3.151
H -2.123 2.624 3.924
H -2.858 0.265 2.641
C -3.009 -3.298 -0.954
O -2.551 -3.912 0.276
H -2.132 -3.035 -1.545
H -3.571 -3.972 -1.601
H -3.615 -2.403 -0.816
H -2.531 -4.864 0.149
C -1.026 -2.013 2.512
O -2.136 -1.697 1.771
H -0.999 -1.432 3.434
H -1.024 -3.035 2.891
H -0.021 -1.935 2.098
H -2.378 -2.389 1.151
C 2.679 -3.029 0.881
O 1.563 -3.614 0.256
H 3.209 -3.690 1.567
H 3.398 -2.806 0.092
H 2.466 -2.098 1.406
H 1.000 -2.909 -0.071
C -4.924 0.758 -0.225
O -4.483 0.470 -1.520
H -4.513 1.703 0.130
H -6.003 0.912 -0.249
H -4.632 -0.013 0.489
H -3.574 0.165 -1.541
C 2.142 4.301 -1.404
O 2.310 3.149 -2.212
H 2.849 4.289 -0.575
H 2.393 5.230 -1.916
H 1.082 4.371 -1.161
H 1.661 2.516 -1.897
C 3.408 -1.820 -3.957
O 2.921 -0.492 -3.926
H 3.434 -2.086 -5.014
H 4.423 -1.831 -3.559
H 2.759 -2.545 -3.465
H 2.766 -0.224 -3.017
C 3.733 0.699 -0.188
O 3.033 0.506 -1.410
H 3.151 0.370 0.673
H 4.770 0.364 -0.171
H 3.801 1.749 0.098
H 2.112 0.754 -1.306
C 1.823 -0.192 4.043
O 1.299 -0.847 5.184
H 1.270 0.711 3.784
H 2.876 0.067 4.161
H 1.873 -0.870 3.191
H 1.791 -1.647 5.384
*
```

For the gap between HOMO and LUMO (spin up / spin down), the calculation gives 3.21 / 7.69 eV. For the largest force on an atom, the calculation gives 6.96 eV Å⁻¹. Its LUMO energy (spin up / spin down) is 4.49 / 4.48 eV. Its energy is -2508.98728 Eh.

These are the Löwdin partial charges, in e, on atoms 1 to 4:
1 N -0.359
2 S 0.405
3 O -0.360
4 O -0.320

Molecular formula: C52H44AsCdClN8O12
Method: DFT, wB97M-V/def2-TZVPD

Structure (ORCA input):
```
! wB97M-V def2-TZVPD RIJCOSX def2/J DEFGRID3
* xyz -2 1
Cd -0.038 -0.414 -0.105
C -7.058 12.111 -1.257
O -6.645 11.514 -0.040
C -5.973 10.339 -0.134
C -5.668 9.710 -1.334
C -4.969 8.507 -1.323
C -4.567 7.917 -0.133
C -4.890 8.562 1.060
C -5.584 9.759 1.064
C -3.813 6.645 -0.174
N -3.535 5.969 -1.258
C -2.805 4.875 -0.832
C -2.646 4.896 0.520
N -3.297 6.035 0.936
C -1.926 3.900 1.262
C -1.817 3.863 2.657
C -1.081 2.870 3.243
C -0.453 1.926 2.424
N -0.569 1.925 1.108
C -1.306 2.889 0.517
C -1.486 2.834 -0.943
N -0.928 1.805 -1.585
C -1.180 1.642 -2.869
C -1.963 2.532 -3.613
C -2.486 3.631 -2.982
C -2.258 3.795 -1.611
H -7.585 13.021 -0.989
H -7.732 11.458 -1.817
H -6.203 12.365 -1.889
H -5.963 10.142 -2.282
H -4.722 8.003 -2.250
H -4.607 8.129 2.014
H -5.836 10.261 1.992
H -3.366 6.364 1.880
H -2.319 4.611 3.263
H -0.975 2.799 4.317
H 0.175 1.163 2.860
H -0.753 0.761 -3.337
H -2.139 2.344 -4.666
H -3.085 4.366 -3.507
O 2.305 0.053 3.610
C 1.607 -0.595 2.815
O 1.541 -0.425 1.551
C 0.744 -1.697 3.400
C 1.268 -2.475 4.381
C 0.504 -3.499 4.983
C -0.793 -3.712 4.598
C -1.376 -2.899 3.642
C -0.641 -1.833 2.970
O -1.149 -1.081 2.112
N -2.772 -3.191 3.343
O -3.489 -2.332 2.828
O -3.218 -4.290 3.646
N 1.069 -4.305 6.046
O 2.225 -4.088 6.384
O 0.377 -5.171 6.575
H 2.282 -2.299 4.710
H -1.372 -4.492 5.060
N -3.300 -0.623 0.646
C -2.786 0.071 -0.121
H -3.455 -1.295 1.398
O -0.874 -2.750 -0.186
Cl -1.516 -2.811 -1.515
O -2.935 -3.008 -1.366
O -0.931 -3.868 -2.300
O -1.252 -1.513 -2.155
C 7.810 2.495 0.219
C 6.495 2.188 -0.457
C 5.287 2.351 0.202
C 4.065 2.056 -0.401
C 2.825 2.291 0.441
C 4.032 1.554 -1.726
As 2.134 1.166 -2.294
N 1.716 -0.419 -1.483
C 2.579 -1.535 -1.458
C 3.671 -1.719 -2.327
C 4.479 -2.850 -2.286
C 4.235 -3.866 -1.373
C 3.153 -3.715 -0.511
C 2.351 -2.588 -0.549
C 2.240 0.987 -4.286
C 1.873 -0.124 -5.061
C 1.470 -1.459 -4.477
C 1.885 -0.014 -6.458
C 2.216 1.160 -7.113
C 2.264 1.237 -8.621
C 2.500 2.276 -6.333
C 2.499 2.212 -4.946
C 2.796 3.485 -4.178
C 5.255 1.429 -2.413
C 5.420 0.981 -3.854
C 6.452 1.742 -1.766
H 7.653 2.837 1.244
H 8.360 3.272 -0.321
H 8.447 1.607 0.253
H 5.284 2.714 1.228
H 3.078 2.883 1.324
H 2.405 1.347 0.797
H 2.048 2.813 -0.115
H 3.860 -0.973 -3.073
H 5.303 -2.935 -2.990
H 4.861 -4.750 -1.336
H 2.928 -4.493 0.211
H 1.531 -2.515 0.145
H 0.893 -1.362 -3.567
H 2.347 -2.061 -4.226
H 0.874 -2.022 -5.199
H 1.623 -0.893 -7.044
H 1.891 0.316 -9.072
H 3.289 1.391 -8.971
H 1.662 2.070 -8.996
H 2.727 3.225 -6.819
H 2.955 4.319 -4.865
H 3.683 3.381 -3.549
H 1.969 3.736 -3.509
H 4.485 0.781 -4.360
H 6.030 0.073 -3.894
H 5.945 1.755 -4.424
H 7.384 1.620 -2.319
*
```

For the gap between HOMO and LUMO, the calculation gives 5.09 eV. For the largest force on an atom, the calculation gives 0.95 eV Å⁻¹. Its LUMO energy is 2.68 eV. Its energy is -6212.34666 Eh.

These are the Löwdin partial charges, in e, on atoms 1 to 4:
1 Cd 1.451
2 C -0.091
3 O -0.083
4 C -0.299